(1)
The molecule C5H11N at a distorted geometry, computed with ωB97M-V with the def2-TZVPD basis set.

The value obtained for the LUMO energy is 1.00 eV. Its total energy is -6849.6823 eV. The HOMO energy is -8.377 eV. Its SMILES is CC[C@H]1CN1C. The value obtained for the frontier orbital gap is 9.376 eV.

Cartesian coordinates (Å):
H  -3.2269  0.9084  0.2477
H  2.4199  -1.2838  1.2239
H  0.1326  1.7667  -0.4779
H  1.4078  -1.5275  -0.9908
N  -1.4698  0.5338  -0.8287
C  -2.6119  0.0392  -0.0161
H  -2.3146  -0.4373  0.9406
H  -3.2377  -0.6746  -0.5633
H  -0.9231  1.5694  0.9918
H  2.3957  0.4810  1.1337
H  3.4418  -0.4452  0.0566
C  1.3538  -0.5225  -0.5620
C  -0.0504  -0.2919  -0.0317
C  -0.5439  1.1097  0.0804
C  2.4513  -0.4337  0.5317
H  1.5973  0.1986  -1.3495
H  -0.8220  -0.9901  -0.3863



(2)
A cluster of 2 separate species, C3H5Cl in total at a distorted geometry, computed with ωB97M-V with the def2-TZVPD basis set.

The value obtained for the LUMO energy (alpha / beta) is -0.02 / -0.30 eV. Its total energy is -15709.5188 eV. The HOMO energy (alpha / beta) is -9.195 / -9.140 eV. The value obtained for the frontier orbital gap (alpha / beta) is 9.179 / 8.844 eV.

Cartesian coordinates (Å):
C  0.2963  -0.8166  1.4645
C  -0.7399  0.4970  -1.6156
H  -0.9939  1.5838  -1.5689
H  0.2576  0.3304  -1.9056
Cl  1.3123  -0.7070  2.8819
C  0.5048  0.1355  0.6150
H  -0.1708  -1.7575  1.3138
H  -1.5852  -0.2062  -1.8250
H  1.1187  0.9407  0.6399



(3)
A structure of composition C54H59AsBiN4, computed with ωB97M-V with the def2-TZVPD basis set.

The value obtained for the LUMO energy is -3.73 eV. Its total energy is -129591.3867 eV. Its charge is +1. The HOMO energy is -9.446 eV. The value obtained for the frontier orbital gap is 5.717 eV.

Cartesian coordinates (Å):
H  2.1418  -6.1772  -0.8572
C  -3.8370  -0.4206  -0.2527
C  -4.8013  3.9806  1.6195
C  -1.9926  -3.0906  -1.6853
H  1.1066  -4.8314  -4.0054
C  -2.3083  2.2031  3.3590
C  -3.4135  2.1014  2.5672
H  2.7208  -0.6860  6.0350
C  2.8102  0.8817  4.5337
C  5.1906  -1.0449  1.8305
H  3.8994  0.8708  4.4657
C  2.8706  -1.6541  -3.4142
H  -0.1577  -5.9460  -4.5385
C  2.0483  -2.4873  0.9069
H  1.1671  3.5221  -3.1327
C  2.2460  0.0875  3.3964
H  0.4671  2.7571  1.0345
H  -5.7966  1.4764  -1.9164
C  -1.3096  1.3211  2.8051
H  0.2578  1.7753  4.1419
H  -4.7678  3.5727  0.6075
H  4.5752  -1.2298  3.8940
H  6.2349  3.5113  1.3068
H  -1.2416  -5.8089  -2.2827
C  6.2233  3.9347  -0.7974
C  2.3790  0.3417  5.9016
C  -4.9446  -3.0207  -2.6729
N  0.7436  -0.6245  1.8107
H  -4.2493  -3.2833  -3.4733
H  1.2917  0.3424  6.0011
H  2.7955  0.9466  6.7076
C  2.4210  -1.2619  -4.6682
H  -5.7319  4.5384  1.7329
H  -1.5026  2.5098  5.3047
H  4.1287  2.2022  1.2290
N  -1.8157  0.6907  1.7003
H  -6.6299  -0.1888  -0.2138
H  -0.5534  -4.2649  -4.1576
C  1.1167  -3.0120  0.0224
H  2.8166  -5.1895  0.4117
H  3.9229  -3.7202  -1.3252
H  -1.3918  4.9993  5.1885
C  -2.1272  3.0441  4.5857
C  5.5568  3.7592  -2.0048
H  -6.0767  0.2970  -3.1959
C  2.7700  -0.7812  -2.3401
C  1.8753  -1.3940  1.7399
C  -0.1975  -5.5131  -2.4045
H  -6.1553  -4.0496  -1.1891
Bi  -0.6019  -0.2572  0.0329
H  4.4397  -5.4054  -1.4643
C  0.9331  0.2721  2.8277
H  -5.9014  -4.9731  -2.6746
H  5.9590  4.1904  -2.9133
H  -6.9185  -1.3516  -1.4827
C  -4.0148  0.6516  0.6116
C  -6.4091  0.6198  -2.2073
H  3.2950  -2.6396  -3.2701
C  -0.7366  4.2849  0.1386
C  0.6225  3.6921  -2.2144
C  0.1311  -4.4080  -1.4486
C  0.2313  3.2880  0.1162
H  3.8684  2.8867  -2.9959
C  1.7807  0.8796  -3.7632
C  4.3776  3.0295  -2.0497
H  -0.5262  4.3067  3.8125
H  2.5089  1.9269  4.4334
H  -1.7939  5.7523  -1.0193
C  1.8744  0.0025  -4.8381
H  5.4623  0.0018  1.9779
C  2.2364  0.5014  -2.5023
H  1.3377  1.8502  -3.9313
H  -5.5472  2.1927  2.5863
C  3.8624  2.4733  -0.8847
H  2.4938  -1.9398  -5.5094
H  -2.1446  4.9793  3.5932
H  -3.0937  3.1827  5.0715
H  3.2508  -4.7494  -2.5946
C  -0.0202  1.1647  3.2924
C  -6.2734  -0.5214  -1.1910
N  -0.0858  -2.4364  -0.2886
H  6.1061  -1.6372  1.8527
C  -1.0356  4.9793  -1.0248
H  7.1435  4.5050  -0.7664
C  -0.7173  -3.2736  -1.1739
As  2.1862  1.5016  -0.8301
C  2.8311  -0.9404  2.7210
C  -3.1061  1.1350  1.5397
H  -4.5980  -4.8171  -1.4897
H  -5.7887  -2.5252  -3.1554
H  -4.7600  3.3173  3.6669
H  -0.5567  5.2420  -3.1006
H  4.7534  -1.1288  0.8331
C  -1.5095  4.4120  4.2774
N  -2.6656  -1.1101  -0.4164
H  1.5186  0.3141  -5.8128
C  0.9135  2.9690  -1.0597
C  -2.9117  -2.1197  -1.3069
H  -2.3350  -3.8260  -2.4018
C  -4.6949  2.8709  2.6738
C  4.5329  2.6427  0.3226
C  -4.8621  -1.0113  -1.0760
H  0.3994  -6.3913  -2.1568
C  2.4492  -5.1593  -0.6162
H  4.1449  -2.6039  2.9106
C  -0.3456  4.6879  -2.1953
H  -1.2524  4.5129  1.0644
C  1.2596  -4.2523  -0.6982
C  -4.2884  -2.0608  -1.7304
H  -7.4448  0.9523  -2.2876
H  3.1134  -1.0999  -1.3602
C  -5.4283  -4.2919  -1.9666
C  5.7128  3.3774  0.3670
H  -4.9981  1.1062  0.6211
C  4.2025  -1.5129  2.9086
H  2.9813  -3.0284  1.0056
C  3.5846  -4.7341  -1.5549
H  -3.9700  4.6823  1.7178
C  0.0624  -5.1175  -3.8643



(4)
A structure of composition CH3F3OSi at a distorted geometry, computed with ωB97M-V with the def2-TZVPD basis set.

The value obtained for the LUMO energy (alpha / beta) is 0.54 / -3.53 eV. Its total energy is -19163.5141 eV. The HOMO energy (alpha / beta) is -7.098 / -12.699 eV. The expectation value of S² is 2.006. The value obtained for the frontier orbital gap (alpha / beta) is 7.641 / 9.173 eV. As for the spin multiplicity: 3.

Cartesian coordinates (Å):
H  1.1098  1.2417  0.5237
C  0.8242  0.4553  -0.1552
O  -0.2986  1.3570  -1.3077
F  -1.7956  -0.4666  0.6791
H  1.6033  0.2005  -0.8559
Si  -0.2931  -0.9100  0.4461
F  0.1287  -1.4691  1.8747
F  -0.3539  -2.1795  -0.4919
H  -0.9248  1.7705  -0.7128



(5)
The molecule C6H13N3 at a distorted geometry, computed with ωB97M-V with the def2-TZVPD basis set.

The value obtained for the LUMO energy is 0.78 eV. Its total energy is -10899.8969 eV. The HOMO energy is -5.674 eV. The value obtained for the frontier orbital gap is 6.456 eV.

Cartesian coordinates (Å):
C  -0.2673  1.0902  -0.5440
N  2.2088  1.5109  -0.8597
H  -2.6560  0.1878  0.6672
H  -0.5218  -1.1052  -1.9793
C  -1.7108  -0.2178  1.0308
H  0.8298  0.0237  2.2343
H  1.3823  -1.3935  -0.4339
H  -1.3350  0.4440  1.8064
C  1.0831  0.7824  -0.4425
N  -1.1521  1.9426  -0.9220
H  -1.5071  -2.0794  -0.8528
H  2.2667  -0.8995  1.8076
H  -2.1651  -0.5863  -1.5845
N  -0.7481  -0.2720  -0.0743
C  1.1934  -0.8072  1.6311
H  3.1306  1.1026  -0.9256
H  -1.8699  -1.2181  1.4358
H  0.7243  -1.7368  1.9612
H  2.1249  2.0290  -1.7309
C  -1.2698  -1.0693  -1.1891
C  0.9841  -0.5508  0.1569
H  -0.7251  2.8228  -1.1929



(6)
A structure of composition C29H55BaN4O7SSi2 at a distorted geometry, computed with ωB97M-V with the def2-TZVPD basis set.

The value obtained for the LUMO energy is 1.96 eV. Its total energy is -78551.5353 eV. Its charge is -1. The HOMO energy is -4.348 eV. The value obtained for the frontier orbital gap is 6.310 eV.

Cartesian coordinates (Å):
O  -3.6443  -0.4636  0.1163
H  7.8463  0.9452  0.4449
C  -1.0240  1.2969  2.0690
H  -5.1812  -2.4381  3.1180
H  -4.3327  -4.5548  2.1253
C  2.9401  5.0786  1.2189
H  6.6155  3.5297  -0.9316
H  0.9112  2.9431  2.3200
H  7.7340  3.3130  -2.2775
H  -0.1201  0.5679  4.6700
C  -2.5953  -4.6785  -2.1940
H  -3.2695  -3.8581  4.1682
H  2.7226  4.8900  2.2727
H  -3.1366  1.3288  -1.8589
H  -6.0850  -0.9160  -2.1251
N  -0.7734  1.5559  -4.5380
C  -5.3463  1.0993  -0.3418
Si  6.6044  1.1509  -1.7550
C  -1.3468  -2.6397  -2.9346
N  -1.6095  1.0713  3.2679
H  0.0538  -0.2911  1.3222
H  6.2315  0.7040  -4.1973
H  -2.3710  -2.3462  4.3113
O  -0.9688  -0.7188  -0.2847
H  2.5456  2.6549  1.6566
C  6.7519  3.0452  -1.8923
N  1.7620  4.8587  0.4108
H  1.5344  6.7853  -0.3407
Si  -2.3081  -1.4243  0.0641
H  -3.4674  -4.3651  -2.7620
H  -1.6409  -3.7265  3.4883
C  -3.7268  0.4552  -2.1304
C  8.0256  0.6126  -0.5734
C  -5.4109  -1.2156  -1.3248
H  -4.0618  -3.6780  0.6028
O  -1.5301  2.0278  1.2393
H  7.9544  0.8260  -3.8707
H  -2.7485  -4.5900  1.3314
C  -4.4995  -0.0488  -0.9138
H  -1.9640  -5.2935  -2.8292
C  1.5773  5.7596  -0.7090
H  0.8422  0.4243  2.7618
C  -3.1801  -2.7278  2.3240
H  -3.3333  1.9427  2.5572
H  5.9980  3.4426  -2.5615
H  0.0590  -4.4943  -1.4808
H  -2.2019  -2.3571  -3.5435
H  8.1424  -0.4666  -0.5448
C  5.0207  0.2679  -1.2252
C  0.3059  0.6414  1.8314
H  1.7555  -1.6479  -0.7655
C  -0.6077  -3.8718  -0.8888
H  -1.7708  0.1116  5.0889
C  3.8950  -1.8246  -0.8104
H  3.7583  4.4317  0.8858
H  6.0093  -1.6248  -1.0999
O  -2.7095  -2.6700  -0.9563
Ba  -0.0363  1.2209  -0.9083
C  -2.9195  1.6227  3.5111
H  2.3953  5.6466  -1.4240
C  5.0609  -1.1017  -1.0482
H  -0.6592  -3.2266  -3.5371
H  -0.8951  -0.8082  3.8464
C  1.4753  2.6429  1.4261
N  2.6174  0.1757  -1.0138
C  -3.6176  -3.9731  1.5455
O  -2.2072  -1.9938  1.6285
H  -0.9285  -4.4201  -0.0066
H  7.0774  -0.6423  -3.4686
C  1.1629  3.6528  0.3338
H  -4.7876  -2.0401  -1.6571
C  -2.5719  -3.1931  3.6611
H  -0.0834  -2.9825  -0.5586
H  -4.7865  -1.4676  1.6785
H  -3.0424  -0.3147  -2.4696
C  -1.0625  0.1846  4.2654
H  -3.5752  0.8682  3.9448
H  -2.8609  2.4773  4.1926
C  -0.4489  1.5106  -3.4357
H  -5.8789  0.7647  0.5464
H  -6.0659  1.4446  -1.0810
O  0.2893  3.4148  -0.4841
H  3.2423  6.1177  1.1071
C  -4.4088  -1.8603  2.6143
C  3.7482  0.8994  -1.1243
H  -0.8486  -1.7330  -2.5986
S  3.6094  2.5848  -1.0970
H  -5.9982  -1.5453  -0.4694
H  8.9744  1.0342  -0.8949
C  2.7004  -1.1311  -0.8553
H  -4.4096  0.7151  -2.9361
O  1.1011  1.3812  0.9688
H  -2.9281  -5.2722  -1.3467
C  -1.8190  -3.4397  -1.7166
H  3.9198  -2.8898  -0.6284
C  7.0123  0.4415  -3.4902
H  -4.6940  1.9229  -0.0615
H  -4.1259  -1.0157  3.2363
H  0.6421  5.4969  -1.2011